# 1
DFT (ωB97M-V/def2-TZVPD) results for a molecular structure, C6H10BrNO2.

Structure (XYZ):
```
20
Properties=species:S:1:pos:R:3:forces:R:3:lowdin_charge:R:1
C -0.682475 -0.018200 -1.217948 -1.1 8.0 1.7 -0.072
C -1.052740 1.836224 -1.006429 3.0 -7.0 0.3 -0.574
C -2.300786 2.310132 -1.374369 -3.8 2.4 -2.6 -0.219
C 1.878127 -1.463553 1.204289 -0.6 0.9 -3.8 -0.094
C 0.494464 -0.550882 -0.609723 2.5 2.1 0.6 -0.255
C 0.537518 -0.664897 0.940392 0.5 -0.1 0.0 -0.228
N -1.697318 -0.761562 -1.666554 -1.6 0.6 -2.4 -0.384
O -1.486327 -1.968398 -1.658766 -0.9 -0.8 0.0 0.057
O -2.696006 -0.180642 -2.228196 1.2 -1.6 1.2 -0.022
Br 0.271172 2.749235 -0.108753 -0.2 0.2 -0.2 0.836
H -2.554437 1.910060 -2.413791 0.6 0.6 1.0 0.113
H -3.169849 1.864969 -0.889861 0.2 -0.5 0.6 0.096
H -2.580071 3.422292 -1.369908 1.2 -1.3 0.2 0.114
H 2.849963 -0.965510 0.858142 -1.6 -0.1 0.4 0.098
H 1.778034 -2.359800 0.512418 0.3 0.6 1.5 0.093
H 1.966798 -1.628893 2.204715 0.4 -1.2 2.7 0.018
H 1.355332 0.181718 -0.801585 -1.1 -0.7 -0.1 0.119
H 0.813548 -1.425604 -1.148425 -0.1 -0.7 0.2 0.110
H -0.362819 -1.182059 1.317310 0.6 -0.3 -0.2 0.111
H 0.468872 0.332573 1.471462 0.5 -0.9 -0.9 0.082
```
Forces are in eV/Å.

Calculated values
orbital gap (alpha / beta)	6.5045 / 8.2009	eV
strongest force on any atom	8.25	eV/Å
HOMO level (alpha / beta)	-8.3 / -9.0	eV
ΔE to the lowest compared entry with this formula, charge and spin	728.31	kJ/mol
total charge	0
total energy	-3013.58941	a.u.

# 2
DFT (ωB97M-V/def2-TZVPD) results for a single C6H10BrOP molecule.

Structure (XYZ):
```
19
Properties=species:S:1:pos:R:3:forces:R:3:lowdin_charge:R:1
C -1.787738 -1.013368 -0.888121 3.8 -3.8 -1.1 -0.103
C -2.258457 -0.086033 -0.149462 -3.2 0.9 0.6 -0.771
C -1.524896 0.772684 0.809688 -1.7 3.6 -0.1 -0.330
C -0.312101 0.082814 1.325024 0.4 -2.5 -0.4 -0.251
C 2.465799 0.508378 -0.414664 -0.2 0.2 2.5 -0.161
C 1.299067 -0.112867 -1.094915 2.1 -1.3 -1.1 -0.339
O 0.846161 -2.339635 0.425862 0.1 -0.3 0.0 -0.344
P 0.285721 -1.056805 -0.020540 -3.6 0.3 0.0 0.750
Br -4.251996 0.239005 -0.200483 1.1 0.1 0.0 0.577
H -2.162338 -1.880980 -1.606749 0.6 2.5 1.8 0.118
H -1.426586 1.853575 0.281836 0.7 -2.4 0.8 0.169
H -2.185078 1.160329 1.616726 0.2 -0.9 -0.2 0.100
H 0.450964 0.744428 1.615004 1.1 0.8 0.4 0.062
H -0.447480 -0.685209 2.152177 -0.4 1.2 -0.8 0.127
H 3.244679 0.835881 -1.004517 1.4 0.5 -2.0 0.051
H 2.262804 1.366447 0.197240 -0.6 0.5 0.4 0.069
H 2.915497 -0.188036 0.258651 0.4 -0.7 0.6 0.076
H 1.852018 -0.847999 -1.754832 -1.5 0.7 -0.1 0.127
H 0.733959 0.647386 -1.547930 -0.9 0.6 -1.3 0.075
```
Forces are in eV/Å.

Calculated values
orbital gap	10.0661	eV
strongest force on any atom	5.55	eV/Å
SMILES	CC[P@]1(=O)C=C(Br)CC1
HOMO level	-9.4	eV
ΔE to the lowest compared entry with this formula, charge and spin	32.75	kJ/mol
total charge	0
total energy	-3225.17055	a.u.

# 3
DFT (ωB97M-V/def2-TZVPD) results for a molecular structure, C6H10Cl10.

Structure (XYZ):
```
26
Properties=species:S:1:pos:R:3:forces:R:3:lowdin_charge:R:1
Cl -0.020377 0.242139 -0.816899 -2.5 -2.1 -2.3 0.545
C -0.917701 -0.888404 0.228210 5.3 -4.6 -0.7 -0.587
C -0.697528 -2.406540 -0.291096 -1.6 1.7 1.1 -0.559
Cl 0.663685 -3.116475 0.601088 -3.4 -2.1 1.2 0.718
H -1.942264 -0.522840 0.159353 3.3 -9.1 0.3 -0.304
H -0.526818 -0.881680 1.245689 -0.1 0.5 0.0 0.085
H -0.536680 -2.443668 -1.368519 -0.2 -0.3 0.5 0.025
H -1.591208 -2.941415 0.030383 0.0 -0.2 -0.2 0.073
Cl 1.431538 -1.364488 -1.689363 5.0 -3.6 -2.6 0.590
C 2.644079 -1.693296 -0.433533 2.7 0.0 0.1 -0.655
C 2.973902 -0.405067 0.314119 -0.2 -0.9 -0.3 -0.772
Cl 4.369680 -0.524560 1.412287 0.1 -0.3 -0.2 0.569
H 3.567060 -2.146463 -0.795238 0.0 0.3 -0.8 0.075
H 2.219558 -2.483712 0.185435 1.6 1.6 -0.6 -0.121
H 2.118635 -0.126567 0.929786 1.4 -1.8 -0.5 -0.137
H 3.134593 0.437038 -0.359029 0.2 -0.2 0.0 0.061
C -3.510468 1.908694 -0.434051 -0.5 2.6 0.7 -1.284
Cl -2.979260 2.451877 -2.015312 -0.2 -0.2 -0.3 0.558
Cl -3.241076 3.311343 0.714752 -4.8 -0.2 -2.6 0.414
Cl -2.466119 0.588999 0.096177 -9.6 10.3 -0.6 0.797
H -4.580923 1.703681 -0.447966 0.3 -0.3 0.0 0.032
C -0.050459 2.212495 0.505585 -1.1 2.7 2.6 -1.590
Cl -1.067842 3.070933 1.725732 5.0 -0.2 2.0 0.427
Cl 1.293252 1.361061 1.232307 -1.2 3.7 1.9 0.689
Cl 0.405769 3.230485 -0.838870 0.2 0.2 0.1 0.594
H -0.693030 1.426430 0.108975 0.2 2.4 1.2 -0.244
```
Forces are in eV/Å.

Calculated values
orbital gap	8.2912	eV
strongest force on any atom	14.12	eV/Å
HOMO level	-8.2	eV
ΔE to the lowest compared entry with this formula, charge and spin	1361.57	kJ/mol
total charge	0
total energy	-4836.01894	a.u.

# 4
DFT (ωB97M-V/def2-TZVPD) results for a single C6H10Cl2 molecule.

Structure (XYZ):
```
18
Properties=species:S:1:pos:R:3:forces:R:3:lowdin_charge:R:1
C 0.142774 -0.748675 1.536259 0.0 -4.4 6.0 -0.133
C 0.026994 -0.833136 0.029579 1.5 4.2 1.1 -0.470
C 1.210895 -1.334283 -0.706529 3.5 1.3 -1.3 -0.094
C -0.321850 0.627957 -0.358892 -0.4 -0.5 -0.5 -0.398
C -1.716058 0.845243 -0.814749 -1.7 1.7 1.2 -0.094
C 0.369051 1.748371 -0.215337 2.7 1.0 0.0 -0.932
H -0.958858 -0.858737 2.162559 2.9 1.4 -2.0 0.139
H 0.997786 -0.238582 2.262836 -2.4 -0.4 -2.7 0.127
H 0.390711 -1.876907 1.890537 -0.1 1.9 -0.9 0.090
H -0.835010 -1.372940 -0.088136 -2.1 -1.5 -0.8 0.094
H 1.034563 -1.535796 -1.859435 0.3 0.6 2.4 0.116
H 1.643331 -2.246871 -0.234882 -0.4 0.5 -0.4 0.072
H 2.095214 -0.423330 -0.558688 -2.4 -3.0 -0.8 0.095
H -1.623856 1.890259 -1.241364 -1.4 -1.2 0.7 0.017
H -2.412127 0.803916 0.228848 1.4 0.1 -3.2 0.165
H -2.087264 0.230212 -1.667872 0.3 -0.1 1.1 0.090
Cl 2.155512 1.900356 0.206873 -1.6 -0.6 0.0 0.523
Cl -0.111807 3.422944 -0.571610 -0.1 -1.0 0.2 0.593
```
Forces are in eV/Å.

Calculated values
orbital gap	10.0381	eV
strongest force on any atom	7.44	eV/Å
SMILES	CC(=C(Cl)Cl)C(C)C
HOMO level	-9.3	eV
ΔE to the lowest compared entry with this formula, charge and spin	340.92	kJ/mol
total charge	0
total energy	-1154.86617	a.u.

# 5
DFT (ωB97M-V/def2-TZVPD) results for a single C6H10ClN molecule.

Structure (XYZ):
```
18
Properties=species:S:1:pos:R:3:forces:R:3:lowdin_charge:R:1
C -0.610740 0.259985 -2.197396 -1.2 -1.6 -1.5 -0.129
C 1.069818 -0.346110 -0.521590 1.4 -0.4 0.2 -0.156
C 0.968351 0.254430 0.863847 0.3 -1.0 -0.3 -0.250
C 0.710422 -0.096400 2.333487 -0.6 1.2 -1.9 -0.584
C -0.284500 -0.503819 1.310397 -1.0 1.5 0.2 -0.246
C -1.206319 0.007021 0.224992 -0.1 1.0 0.0 -0.149
H 0.086070 -0.134197 -2.992912 -0.7 0.2 0.9 0.091
H -1.640099 -0.094474 -2.500963 0.9 0.7 -0.1 0.092
H -0.572689 1.356072 -2.302945 0.1 0.0 0.7 0.077
H 1.551021 -1.341752 -0.415452 -0.4 0.3 -0.6 0.119
H 1.656098 0.269605 -1.253474 -0.4 -0.5 0.7 0.120
H 0.719519 1.292247 0.731570 -0.1 0.4 0.3 0.092
H 1.081339 -0.941945 2.846494 0.7 -0.4 0.7 0.095
H -0.170785 -1.545133 1.233998 0.2 -1.4 -0.5 0.121
H -1.390042 1.137789 0.328713 0.1 -1.5 -0.3 0.144
H -2.108629 -0.553644 0.045593 -0.8 0.1 0.6 0.107
N -0.374209 -0.410268 -0.931109 1.7 1.0 -0.5 -0.212
Cl 0.515375 1.390591 3.196753 0.0 0.3 1.2 0.667
```
Forces are in eV/Å.

Calculated values
orbital gap	9.5634	eV
strongest force on any atom	2.49	eV/Å
SMILES	CN1C[C@@H]2C(Cl)[C@H]2C1
HOMO level	-8.6	eV
ΔE to the lowest compared entry with this formula, charge and spin	353.82	kJ/mol
total charge	0
total energy	-749.42170	a.u.

# 6
DFT (ωB97M-V/def2-TZVPD) results for a single C6H10ClN molecule.

Structure (XYZ):
```
18
Properties=species:S:1:pos:R:3:forces:R:3:lowdin_charge:R:1
C -1.747392 1.709055 0.071173 1.3 2.6 0.7 -0.132
C -1.427453 0.345712 0.147773 -0.1 -3.7 -0.7 -0.565
C -0.243196 -0.243061 0.011952 -1.2 -0.9 0.8 -0.323
C -0.043874 -1.749413 -0.069454 -2.2 -0.6 -0.8 -0.315
C 0.985886 0.422163 -0.259947 4.5 2.3 -2.8 -0.204
C 1.723934 1.551194 0.049985 -1.8 0.6 2.1 -0.016
H -2.659843 1.805983 -0.382533 -2.4 0.5 -1.2 0.033
H -1.002022 2.236662 -0.555200 -0.2 0.0 0.6 0.105
H -1.860870 2.149270 1.064838 0.3 0.3 -0.1 0.104
H -1.005915 -2.331036 0.350099 2.6 1.0 0.0 0.108
H -0.129525 -2.029090 -1.144088 0.0 0.3 0.4 0.122
H 1.669813 -2.982995 -0.187613 -1.1 3.1 1.3 0.137
H 1.617577 -2.110953 1.302612 -1.2 0.6 -2.7 0.128
H 1.544934 -0.156177 -1.135725 -1.2 1.1 2.0 0.144
H 2.734109 1.722761 -0.421452 -1.5 -0.2 0.5 0.050
H 1.405492 2.398941 0.934046 0.9 -2.7 -2.6 0.116
N 1.347733 -1.979912 0.236248 2.3 -5.2 2.1 -0.077
Cl -2.909392 -0.759101 -0.012715 1.0 0.9 0.5 0.585
```
Forces are in eV/Å.

Calculated values
orbital gap	9.3740	eV
strongest force on any atom	6.04	eV/Å
SMILES	C=C/C(CN)=C(\C)Cl
HOMO level	-8.6	eV
ΔE to the lowest compared entry with this formula, charge and spin	300.75	kJ/mol
total charge	0
total energy	-749.44191	a.u.

What is the total energy in the third record? -4836.01894 a.u.